No. 1
C2H7ClN2O2S | ωB97M-V/def2-TZVPD

Computed properties:
- E_HOMO (spin up / spin down) (eV) = -8.42 / -8.69
- E_LUMO (spin up / spin down) (eV) = -1.63 / -0.99
- calculated total energy (eV) = -32616.1951
- molar mass (g/mol) = 158.610

The geometry in XYZ format:
```
15
Properties=species:S:1:pos:R:3:forces:R:3
C 1.6413 -1.6073 1.0095 0.700 -1.158 3.474
C 1.8291 -0.6708 -0.0612 -1.584 1.539 -0.907
N -2.3045 2.3175 -0.5537 -0.805 -0.052 3.875
N -1.1390 1.7407 0.0142 1.003 -0.062 -0.934
O -1.3497 -0.7480 0.8738 0.116 0.649 -0.582
O -1.1716 -0.4491 -1.6042 0.038 0.747 0.901
S -0.7826 -0.0126 -0.2555 0.589 -1.102 -0.182
Cl 2.2043 -1.4233 -1.5223 0.099 0.252 -0.683
H 1.0755 -1.2564 1.9366 0.907 -0.127 -1.379
H 2.6372 -2.0707 1.3377 -0.711 1.174 -0.122
H 1.2088 -2.5536 0.7278 -0.852 0.014 -0.688
H 2.0775 0.4060 -0.0137 0.101 -1.051 0.325
H -3.1495 2.0817 0.0530 1.749 0.339 -1.192
H -2.4618 2.0771 -1.4724 -0.394 -0.929 -2.503
H -0.3150 2.1688 -0.4696 -0.958 -0.233 0.598
```
Positions in Å, forces in eV/Å.

---

No. 2
C20H31Cl2HgN4O3 | ωB97M-V/def2-TZVPD

Computed properties:
- E_HOMO (eV) = -3.81
- total charge = -1
- E_LUMO (eV) = 2.83
- calculated total energy (eV) = -62566.8450
- molar mass (g/mol) = 646.989

The geometry in XYZ format:
```
61
Properties=species:S:1:pos:R:3:forces:R:3
O 0.2626 -0.7313 -2.5530 0.772 -0.619 0.250
C -0.6618 0.1621 -2.5330 -1.608 0.283 1.483
C -0.2491 1.5365 -3.0343 0.047 -0.379 0.081
C 0.1087 2.5518 -2.1637 0.236 0.581 0.007
H 0.0058 2.3893 -1.0853 0.159 0.103 -0.542
C 0.5633 3.7810 -2.6618 -0.092 -0.252 -0.002
H 0.8276 4.5756 -1.9615 -0.044 -0.154 -0.191
C 0.6615 3.9828 -4.0393 -0.077 -0.182 -0.025
H 1.0082 4.9385 -4.4363 -0.095 -0.231 0.101
C 0.3083 2.9463 -4.9147 0.004 -0.109 0.100
H 0.3724 3.0877 -5.9924 0.056 0.057 0.163
C -0.1318 1.7204 -4.4144 0.024 0.390 0.210
H -0.3850 0.8841 -5.0691 0.049 0.286 0.075
H -1.6213 -0.1435 -3.0198 0.112 0.094 -0.294
C -1.9473 -1.0496 -0.4852 -0.427 -0.545 0.950
C -1.6700 0.3348 -0.9144 0.805 0.922 -3.506
H -2.6021 -1.5725 -1.2108 0.275 0.279 0.188
H -2.4389 -1.0894 0.5049 0.103 -0.350 -0.608
H -1.0092 -1.6183 -0.4274 -0.214 0.167 -0.068
C -2.4731 1.4168 -0.9326 -0.098 -0.693 0.543
C -3.8195 1.5527 -0.2769 -0.165 0.005 0.368
H -2.1955 2.2940 -1.5245 0.114 -0.283 0.215
H -4.6371 1.4620 -1.0096 0.182 -0.012 0.075
H -3.9062 2.5509 0.1735 -0.120 -0.140 0.017
H -3.9758 0.8045 0.5136 -0.085 0.184 -0.293
Hg -1.3685 0.9852 1.8511 0.259 0.200 0.077
Cl -0.1736 2.9526 1.3084 0.001 0.235 0.319
Cl -3.0389 -0.4320 2.7576 -0.072 0.096 0.178
H 4.0919 0.9821 -1.3240 -0.172 0.037 0.027
H 3.9939 1.3530 1.2919 -0.115 -0.032 0.020
C 3.0254 1.2593 -1.3156 -0.035 -0.166 0.087
C 2.9336 1.6029 1.1454 -0.116 0.124 -0.245
N 2.4191 0.9242 -0.0333 0.243 -0.216 0.308
H 2.5015 0.7233 -2.1171 0.045 0.161 0.191
C 1.6014 -0.1387 0.1004 -0.190 -0.194 -0.081
O 1.0923 -0.5124 1.1706 0.328 0.501 -0.457
H 2.3432 1.2961 2.0105 0.119 0.098 -0.121
H 1.4061 -0.6592 -0.8598 -0.198 0.273 0.146
H 2.9510 2.3414 -1.4868 -0.073 -0.262 -0.013
H 2.8506 2.6845 0.9977 -0.048 -0.121 0.139
H -0.9175 -5.6899 1.1740 -0.123 0.155 -0.155
H 1.7314 -4.0724 -0.6875 -0.197 -0.087 -0.158
C -1.2009 -4.9104 0.4502 -0.270 0.171 0.020
C 0.6672 -3.9415 -0.9301 0.243 0.367 0.150
N -0.1279 -3.9444 0.2978 0.281 -0.189 0.511
H -2.1073 -4.4122 0.8171 0.174 -0.190 -0.131
C 0.2306 -3.2309 1.3886 -0.364 -0.189 -0.152
O -0.4670 -3.1875 2.4121 0.640 -0.111 -0.493
H 0.5546 -2.9956 -1.4839 -0.100 -0.200 0.057
H 1.1910 -2.6963 1.2787 -0.451 -0.035 0.109
H -1.3817 -5.3657 -0.5262 -0.144 0.048 0.229
H 0.3236 -4.7710 -1.5545 0.228 0.196 0.078
N 0.0431 -1.0019 4.1395 0.206 0.294 0.661
C 0.5913 -1.2687 5.3497 -0.086 0.925 -0.482
C 0.9230 -0.0393 5.9124 -0.179 -0.168 -0.325
C 0.5269 0.9329 4.9667 -0.285 -1.382 -0.451
N -0.0101 0.3211 3.8911 0.438 -0.108 0.792
H -0.2939 -1.7164 3.4679 0.161 0.399 0.028
H 0.7095 -2.2800 5.7075 -0.025 0.096 -0.073
H 1.3822 0.1321 6.8673 0.047 0.000 0.117
H 0.6083 2.0087 5.0327 -0.089 -0.127 -0.203
```
Positions in Å, forces in eV/Å.

---

No. 3
C3H5NO2S2 | ωB97M-V/def2-TZVPD

Computed properties:
- E_HOMO (eV) = -8.74
- E_LUMO (eV) = 0.03
- calculated total energy (eV) = -30443.1954
- molar mass (g/mol) = 151.212

The geometry in XYZ format:
```
13
Properties=species:S:1:pos:R:3:forces:R:3
C -1.2890 -0.7066 -0.8339 -2.809 0.328 0.540
C 1.4802 0.1652 -0.9175 -0.432 -0.777 5.202
C 1.5905 1.3211 0.2495 -0.539 -0.037 -0.061
H -2.6516 -1.0432 2.1262 1.183 -2.017 -5.475
H -2.2990 -0.8059 -1.3642 1.615 -0.375 0.200
H 2.2772 -0.1481 -1.5762 0.404 0.971 -0.085
H 1.4962 -0.6358 -0.0626 -0.193 0.463 -1.899
H -0.1012 0.4880 1.0495 0.693 0.166 -0.315
N -1.3101 -0.8192 0.4307 0.076 -0.636 1.410
O -2.4849 -1.5128 0.9948 0.359 3.037 3.543
O 0.5915 1.1911 1.1967 0.977 0.026 -1.437
S -0.0601 0.0458 -1.7955 -0.301 0.188 -0.928
S 2.7604 2.4602 0.5026 -1.034 -1.336 -0.695
```
Positions in Å, forces in eV/Å.

---

No. 4
C44H73MoN5O2SbSi3 | ωB97M-V/def2-TZVPD

Computed properties:
- ⟨S²⟩ = 2.058
- E_HOMO (spin up / spin down) (eV) = -10.74 / -10.75
- total charge = +1
- E_LUMO (spin up / spin down) (eV) = -4.56 / -3.83
- 2S+1 = 3
- calculated total energy (eV) = -90378.3783
- molar mass (g/mol) = 1006.059

The geometry in XYZ format:
```
129
Properties=species:S:1:pos:R:3:forces:R:3
Mo 1.1358 0.2524 -1.6372 0.001 -0.526 -0.050
C 2.4303 -2.4901 1.2044 0.023 -0.072 0.106
C 2.8020 -1.3213 0.6437 0.135 -0.124 -0.020
C 2.3634 -1.3809 -0.8314 -0.249 0.405 0.160
C 1.6124 -2.6691 -0.8919 0.036 0.062 -0.135
C 1.7250 -3.3527 0.2601 0.048 -0.075 0.061
C 1.2900 -4.7902 0.4986 0.001 0.029 -0.015
C 1.8893 -5.3320 1.7986 0.031 0.003 0.047
C 1.7866 -5.6549 -0.6694 0.017 -0.022 -0.040
C -0.2408 -4.8866 0.5643 -0.039 -0.003 -0.015
C 3.5130 -1.3611 -1.9447 0.010 -0.066 0.024
C 3.6725 0.0245 -2.6275 -0.017 0.067 0.038
C 3.3047 -2.3701 -3.0914 0.043 -0.052 0.024
C 4.8175 -1.8268 -1.2823 0.112 0.067 0.081
C 3.4613 -0.2241 1.4886 -0.076 0.008 -0.002
C 4.3790 -0.8315 2.5583 -0.015 -0.060 0.035
C 4.3059 0.7858 0.7158 0.147 0.045 0.049
C 2.3291 0.5416 2.1951 0.017 -0.052 0.091
H 2.6181 -2.7616 2.2357 -0.009 0.010 -0.123
H 1.2054 -3.0612 -1.8065 -0.041 -0.005 -0.073
H 2.9803 -5.2560 1.7984 -0.062 -0.008 -0.007
H 1.6269 -6.3856 1.9171 0.006 0.047 -0.008
H 1.5123 -4.7998 2.6769 0.014 -0.011 -0.052
H 2.8750 -5.5989 -0.7615 -0.070 -0.009 0.008
H 1.3473 -5.3343 -1.6179 0.029 -0.024 0.062
H 1.5097 -6.7004 -0.5083 0.017 0.067 -0.009
H -0.6471 -4.3171 1.4042 0.016 -0.019 -0.017
H -0.5424 -5.9297 0.6961 0.017 0.065 -0.021
H -0.6965 -4.5086 -0.3554 0.015 -0.014 0.053
H 3.0880 0.0955 -3.5499 0.038 0.022 0.008
H 4.7125 0.1865 -2.9190 -0.013 -0.055 -0.029
H 3.4485 0.8916 -1.9884 0.057 -0.020 -0.006
H 2.3682 -2.2595 -3.6252 0.054 -0.014 0.040
H 3.3816 -3.3955 -2.7283 -0.006 0.029 -0.003
H 4.1021 -2.2127 -3.8226 -0.028 -0.008 0.041
H 5.2127 -1.1357 -0.5431 -0.077 -0.099 -0.105
H 5.5757 -1.9640 -2.0569 -0.009 0.010 0.020
H 4.6538 -2.7897 -0.7927 0.014 0.038 -0.034
H 5.1813 -1.4146 2.1009 -0.032 0.005 0.011
H 3.8410 -1.4757 3.2546 0.015 0.056 -0.015
H 4.8317 -0.0278 3.1444 -0.005 -0.025 -0.033
H 5.2850 0.4035 0.4273 -0.074 0.026 0.089
H 4.4862 1.6597 1.3482 -0.020 -0.029 -0.028
H 3.8124 1.1177 -0.1870 -0.045 0.004 -0.091
H 1.7748 -0.1198 2.8657 0.022 0.023 -0.034
H 1.6174 0.9383 1.4701 0.002 -0.034 -0.022
H 2.7286 1.3759 2.7815 -0.014 -0.051 -0.041
C -2.6066 3.5935 -0.2040 -0.244 0.086 -0.015
Sb -2.4544 1.4571 0.0463 0.115 0.080 -0.066
C -0.7517 1.3307 -1.4980 0.312 0.069 0.281
C 0.1489 2.4857 -1.4054 0.017 0.228 -0.117
C -0.0425 3.7714 -1.9604 -0.096 -0.020 0.046
C 0.9098 4.7379 -1.7880 0.076 0.047 -0.011
C 2.0932 4.4377 -1.0940 -0.027 0.132 -0.037
C 2.2853 3.1633 -0.6567 0.044 -0.054 -0.031
N 1.3527 2.1937 -0.8261 -0.196 -0.095 -0.235
Si -1.7628 1.3655 -3.1677 0.075 -0.001 0.086
C -3.0513 2.7223 -3.3434 -0.129 0.101 -0.030
C -0.5687 1.7165 -4.5680 -0.018 0.086 -0.152
C -2.8022 -0.1689 -3.3682 -0.071 -0.145 -0.053
C -2.1534 1.6925 2.2462 0.247 -0.266 -0.069
C -1.4344 0.4408 2.6566 0.058 -0.119 -0.094
C -1.3023 0.0296 3.9898 -0.052 0.059 0.051
C -0.7617 -1.2061 4.2857 -0.019 0.033 0.072
C -0.3323 -2.0218 3.2503 0.075 -0.018 -0.001
C -0.4395 -1.5323 1.9652 -0.094 0.086 -0.103
N -0.9737 -0.3425 1.6661 -0.120 -0.017 -0.006
Si -1.2805 3.2481 2.9148 -0.021 -0.028 -0.029
C -2.3777 4.7590 2.9646 -0.115 0.173 0.038
C -0.6647 3.0150 4.6689 0.083 0.009 0.155
C 0.2554 3.5812 1.9033 0.116 0.095 -0.055
Si -3.9605 1.5126 2.8889 0.022 -0.008 0.001
C -4.5251 -0.2470 2.5880 -0.035 -0.154 -0.004
C -4.1225 1.8851 4.7141 -0.017 0.019 0.176
C -5.1374 2.6538 1.9903 -0.130 0.124 -0.071
H -2.8791 3.8780 -1.2167 0.013 -0.066 0.127
H -1.6926 4.1091 0.0805 -0.085 -0.028 -0.024
H -3.4039 3.9170 0.4649 0.044 -0.024 -0.113
H -0.9633 3.9873 -2.4819 0.136 -0.012 0.063
H 0.7497 5.7338 -2.1849 0.010 -0.046 0.026
H 2.8501 5.1889 -0.9146 -0.041 -0.026 -0.013
H 3.1807 2.8824 -0.1292 0.056 -0.017 -0.013
H -2.7062 3.7578 -3.3247 -0.072 -0.088 -0.034
H -3.9031 2.6172 -2.6662 0.072 0.005 -0.063
H -3.4303 2.5379 -4.3573 -0.018 0.039 0.054
H -0.5319 2.7943 -4.7502 0.019 -0.046 -0.009
H -0.9401 1.2534 -5.4877 -0.002 0.036 0.042
H 0.4555 1.3732 -4.4429 0.071 -0.014 0.026
H -3.8431 0.1530 -3.4786 0.093 -0.063 0.011
H -2.7469 -0.8234 -2.5007 0.024 0.003 -0.064
H -2.5448 -0.7350 -4.2667 0.010 0.022 0.051
H -1.6537 0.6688 4.7862 0.052 -0.079 -0.071
H -0.6833 -1.5328 5.3160 -0.008 0.020 -0.035
H 0.0955 -2.9986 3.4341 -0.017 0.017 -0.010
H -0.0689 -2.1067 1.1249 -0.127 0.042 0.001
H -3.2505 4.6044 3.6058 0.064 0.041 -0.052
H -2.7270 5.1106 1.9927 0.059 -0.020 0.138
H -1.7934 5.5684 3.4174 -0.048 -0.050 -0.037
H -1.4362 2.7292 5.3892 0.081 0.056 -0.071
H -0.2675 3.9856 4.9890 -0.018 -0.082 -0.008
H 0.1539 2.2917 4.7309 -0.081 0.054 0.007
H 0.0568 4.0869 0.9548 0.056 -0.047 0.115
H 0.7557 2.6354 1.6898 -0.030 0.127 0.024
H 0.9548 4.2040 2.4712 -0.056 -0.024 -0.035
H -3.7751 -0.9918 2.8746 -0.074 0.069 -0.012
H -4.7823 -0.4078 1.5371 0.025 0.000 0.056
H -5.4252 -0.4447 3.1797 0.054 0.013 -0.062
H -3.6274 1.1457 5.3493 -0.073 0.075 -0.046
H -5.1902 1.8526 4.9599 0.085 0.009 -0.014
H -3.7556 2.8768 4.9904 -0.040 -0.085 -0.015
H -5.2005 2.4631 0.9143 -0.005 0.018 0.083
H -4.9054 3.7121 2.1424 -0.041 -0.114 -0.023
H -6.1380 2.4762 2.4010 0.073 0.020 -0.035
N -0.6717 -2.5907 -3.5041 -0.432 -0.204 0.448
C 0.1175 -1.6511 -4.0134 0.591 0.701 0.042
O 0.7104 -0.8070 -3.1724 -0.487 -0.267 -0.013
C 0.4500 -1.5712 -5.3490 0.010 0.007 -0.235
C 1.5092 -0.7046 -5.7410 0.037 -0.052 -0.045
N 2.3994 -0.0126 -5.9836 -0.192 -0.064 0.042
C -0.2121 -2.4427 -6.2610 -0.074 -0.050 -0.102
N -0.8230 -3.1821 -6.9029 0.178 0.185 0.176
H -1.1013 -2.4503 -2.5918 0.040 -0.022 -0.068
H -1.1288 -3.2159 -4.1519 -0.021 -0.014 0.047
C -3.7075 -2.5425 -0.7090 0.141 -0.026 -0.017
O -2.3406 -2.1357 -0.8344 0.011 -0.299 -0.174
H -4.3487 -1.6874 -0.4955 -0.050 0.061 0.021
H -3.8278 -3.2949 0.0722 0.002 0.005 -0.005
H -4.0078 -2.9764 -1.6606 0.018 0.014 -0.002
H -2.0113 -1.8970 0.0352 0.071 0.176 0.169
```
Positions in Å, forces in eV/Å.

---

No. 5
C39H34MnN7O5S2 | ωB97M-V/def2-TZVPD

Computed properties:
- ⟨S²⟩ = 8.880
- E_HOMO (spin up / spin down) (eV) = -3.29 / -4.33
- total charge = -1
- E_LUMO (spin up / spin down) (eV) = 1.55 / 1.53
- 2S+1 = 6
- calculated total energy (eV) = -114657.2108
- molar mass (g/mol) = 799.817

The geometry in XYZ format:
```
88
Properties=species:S:1:pos:R:3:forces:R:3
Mn -0.0788 -0.0441 0.0080 0.384 -0.307 1.065
S -0.1352 1.5416 1.6975 -0.162 -0.200 -0.110
C -0.4925 0.3226 2.9699 0.049 0.212 -0.029
N -0.1500 0.5105 4.2205 0.138 0.027 -0.043
N 0.5843 1.6238 4.4848 -0.204 -0.094 0.080
C 1.0709 1.8562 5.7461 -0.039 -0.058 0.006
C 0.7461 1.0261 6.8274 0.009 0.000 0.014
C 1.2630 1.2980 8.0841 0.003 0.032 -0.041
C 2.1007 2.3858 8.3034 -0.011 -0.032 -0.010
C 2.4131 3.2118 7.2300 -0.017 0.012 -0.057
C 1.9064 2.9589 5.9672 0.047 0.041 0.044
N -1.1856 -0.7848 2.6747 0.041 0.058 0.108
N -1.3616 -1.0348 1.3799 0.099 0.129 -0.259
C -2.3821 -1.9580 1.1426 -0.015 0.069 -0.023
C -2.4899 -2.6058 -0.0957 -0.084 0.000 -0.037
C -3.5067 -3.5182 -0.3329 0.029 0.032 -0.003
C -4.4477 -3.8168 0.6444 0.020 0.020 0.051
C -4.3568 -3.1676 1.8711 0.039 0.024 -0.050
C -3.3510 -2.2486 2.1210 0.026 -0.024 0.008
H 0.9215 2.1751 3.7069 0.066 0.002 -0.053
H 0.0966 0.1807 6.6500 0.030 0.010 0.024
H 1.0076 0.6443 8.9100 -0.008 -0.010 -0.012
H 2.5070 2.5837 9.2872 -0.022 -0.003 -0.012
H 3.0639 4.0658 7.3772 -0.004 0.000 -0.011
H 2.1551 3.6115 5.1364 0.008 -0.027 0.026
H -1.7527 -2.3974 -0.8548 0.010 -0.034 -0.008
H -3.5578 -4.0157 -1.2959 0.023 0.018 0.004
H -5.2304 -4.5415 0.4575 -0.009 0.018 -0.006
H -5.0893 -3.3732 2.6440 0.023 0.004 0.008
H -3.2887 -1.7383 3.0708 -0.007 -0.027 0.004
O -0.0386 -1.3192 -1.3872 0.052 -0.420 -0.393
C 0.5136 -1.4039 -2.5709 -0.049 0.076 0.181
C 0.1040 -2.4197 -3.4543 -0.026 -0.077 -0.048
C 0.6455 -2.5291 -4.7179 0.000 0.004 0.028
C 1.6129 -1.6264 -5.1605 -0.040 -0.041 0.006
C 2.0257 -0.6267 -4.3035 0.017 0.055 0.011
C 1.4980 -0.5032 -3.0165 0.028 0.103 0.032
C 1.9583 0.5514 -2.1210 -0.035 0.102 -0.017
N 1.3205 1.0661 -1.0763 -0.078 0.136 0.018
C 2.1280 2.0687 -0.5644 -0.077 -0.149 0.016
C 3.2569 2.1506 -1.3006 0.032 -0.082 -0.103
N 3.1265 1.1967 -2.2871 0.105 0.133 -0.099
H -0.6421 -3.1220 -3.1006 0.030 0.016 -0.005
H 0.3145 -3.3270 -5.3723 -0.003 0.003 0.011
H 2.0339 -1.7096 -6.1537 -0.001 0.011 0.020
H 2.7629 0.0899 -4.6497 -0.007 -0.004 0.009
H 1.8467 2.6231 0.3119 -0.014 -0.023 0.005
H 4.1289 2.7725 -1.2058 -0.017 -0.039 -0.018
H 3.8472 0.9000 -2.9201 0.033 -0.035 0.040
O 5.8283 -1.4182 -0.2962 0.040 0.008 -0.050
S 4.6731 -2.2827 -0.3268 -0.171 0.020 0.090
O 4.6763 -3.3390 -1.3064 0.042 -0.005 -0.024
N 3.3044 -1.4131 -0.3952 0.051 -0.121 0.116
C 2.5970 -1.5369 0.7225 0.075 0.268 -0.292
O 1.5271 -0.9482 0.9722 0.186 -0.335 0.344
C 3.2026 -2.4456 1.7466 0.014 0.011 -0.017
C 2.6984 -2.7650 2.9929 0.010 -0.053 0.075
C 3.4427 -3.6384 3.7792 -0.010 0.016 -0.014
C 4.6487 -4.1660 3.3192 -0.022 0.006 0.010
C 5.1473 -3.8336 2.0635 0.026 0.012 -0.031
C 4.3978 -2.9641 1.2975 0.002 -0.010 0.015
H 1.7576 -2.3405 3.3278 0.050 -0.017 -0.030
H 3.0815 -3.9121 4.7630 0.014 -0.003 -0.015
H 5.2086 -4.8458 3.9503 -0.014 0.012 0.000
H 6.0843 -4.2391 1.7035 -0.020 0.010 0.007
C -4.5923 4.5469 -5.5221 0.013 0.019 0.006
C -3.8812 3.5675 -4.6313 0.022 -0.044 0.016
C -3.3380 2.3950 -5.1443 -0.030 0.026 -0.052
C -2.7208 1.4651 -4.3255 0.123 -0.117 -0.030
C -2.1157 0.2288 -4.9573 -0.043 0.081 0.052
C -2.6363 1.7206 -2.9399 -0.181 -0.001 -0.108
C -2.0670 0.6549 -2.1150 -0.037 -0.357 -0.728
O -1.8038 0.7144 -0.9366 -0.457 0.701 0.356
C -3.1279 2.9279 -2.4101 0.039 0.005 0.136
C -3.0214 3.3256 -0.9568 -0.058 -0.012 -0.020
C -3.7508 3.8190 -3.2735 0.003 0.068 0.001
H -4.6053 4.2061 -6.5565 0.005 0.006 0.002
H -4.1111 5.5261 -5.4887 -0.004 -0.005 -0.003
H -5.6245 4.6792 -5.1933 -0.004 0.012 -0.015
H -3.3963 2.2038 -6.2104 -0.014 -0.007 0.015
H -2.2012 0.2873 -6.0411 0.003 0.026 -0.008
H -2.6153 -0.6868 -4.6373 -0.008 0.001 0.015
H -1.0584 0.1221 -4.7053 -0.020 -0.021 -0.036
H -1.8599 -0.2979 -2.6215 -0.011 0.080 -0.107
H -2.4389 2.6403 -0.3546 0.008 0.050 -0.028
H -4.0187 3.3944 -0.5166 -0.018 0.009 -0.024
H -2.5712 4.3178 -0.8940 -0.015 0.016 0.009
H -4.1422 4.7461 -2.8652 -0.004 -0.015 -0.003
```
Positions in Å, forces in eV/Å.